Entry from the OMol25 dataset: C68H138F12N5O9S as an isolated structure (the ωB97M-V functional and the def2-TZVPD basis).

- E_LUMO (eV) = -1.9
- calculated total energy (hartree) = -5218.73854
- molar mass (g/mol) = 1429.921
- net charge = +1

Positions of all 233 atoms, in Å:
1 H -6.325 -18.077 8.231
2 H -5.901 -22.672 12.371
3 O -13.140 -20.144 13.239
4 H -13.788 -19.451 9.627
5 C -11.799 -22.826 10.794
6 H -8.070 -14.027 12.610
7 C -11.745 -18.620 15.502
8 H -15.752 -21.903 8.451
9 C -13.811 -21.638 9.591
10 C -6.546 -20.436 15.368
11 C -16.667 -18.721 11.020
12 H -13.314 -17.864 10.714
13 C -8.472 -22.036 15.212
14 H -13.934 -15.646 13.839
15 H -12.784 -18.753 8.609
16 H -11.931 -16.283 12.579
17 O -12.536 -17.909 12.451
18 H -14.027 -20.354 17.407
19 C -12.773 -23.577 8.609
20 C -5.241 -20.630 8.920
21 H -19.065 -23.515 14.864
22 H -2.374 -22.560 13.419
23 H -8.741 -19.516 9.968
24 H -6.104 -17.600 9.981
25 H -9.176 -20.473 6.577
26 H -6.790 -19.045 6.857
27 H -17.051 -17.836 11.528
28 C -9.787 -24.202 11.794
29 H -15.179 -16.321 18.560
30 H -13.897 -19.676 12.027
31 N -12.130 -16.261 9.853
32 H -11.667 -21.938 11.412
33 H -8.126 -22.037 11.447
34 H -14.923 -16.523 14.987
35 C -15.466 -18.732 13.401
36 H -13.175 -14.817 14.204
37 H -8.391 -17.665 11.131
38 H -9.486 -18.694 15.244
39 H -15.436 -16.713 12.538
40 H -11.320 -15.402 8.011
41 H -5.489 -17.899 6.734
42 H -13.782 -22.271 6.993
43 F -10.221 -19.232 13.644
44 O -9.723 -14.845 13.286
45 H -9.843 -20.741 16.368
46 H -9.274 -19.715 17.711
47 H -11.994 -23.746 7.865
48 H -20.177 -21.471 13.809
49 H -11.776 -14.015 13.395
50 H -11.975 -21.962 14.644
51 H -10.290 -25.121 12.094
52 H -9.688 -17.244 14.492
53 H -10.870 -18.029 9.342
54 H -8.699 -16.403 12.424
55 H -4.833 -20.483 6.741
56 H -12.365 -21.911 16.173
57 C -9.139 -12.519 13.806
58 C -18.461 -22.643 14.614
59 H -14.150 -16.367 9.959
60 N -12.466 -22.350 9.471
61 H -14.118 -21.716 10.634
62 C -13.642 -20.134 16.411
63 H -13.729 -17.551 16.543
64 H -9.796 -21.906 13.450
65 C -9.415 -22.631 14.169
66 H -15.620 -24.262 12.750
67 F -15.847 -25.688 10.466
68 C -7.659 -21.304 10.790
69 C -10.246 -17.118 13.564
70 C -10.052 -19.850 16.960
71 H -12.972 -14.983 8.414
72 F -6.910 -18.284 14.287
73 H -5.875 -19.322 12.891
74 H -12.110 -17.614 15.294
75 C -14.848 -22.430 8.753
76 H -17.511 -23.046 14.262
77 H -13.167 -17.012 14.529
78 H -6.538 -16.046 10.447
79 H -13.651 -15.988 12.251
80 O -7.377 -21.396 14.517
81 C -12.754 -14.476 13.258
82 C -10.775 -20.297 9.360
83 O -9.735 -13.282 11.421
84 H -19.347 -22.211 12.578
85 H -8.095 -22.855 15.825
86 H -14.903 -19.393 14.061
87 H -10.692 -22.139 8.174
88 H -9.036 -23.451 13.558
89 H -15.473 -21.605 13.847
90 C -14.730 -20.130 11.490
91 H -12.878 -21.163 14.624
92 H -14.426 -19.571 15.904
93 H -8.748 -24.499 11.650
94 H -14.470 -18.264 8.188
95 C -8.817 -20.045 7.513
96 H -14.041 -23.375 15.141
97 H -8.234 -19.205 7.137
98 F -10.377 -21.033 12.540
99 H -11.168 -14.704 10.665
100 H -11.228 -16.874 13.972
101 C -5.927 -18.649 7.392
102 H -9.891 -23.528 12.644
103 C -7.979 -19.244 12.119
104 H -7.724 -18.192 11.989
105 H -16.346 -22.820 14.878
106 H -16.017 -18.435 8.986
107 H -5.091 -22.695 10.847
108 S -12.424 -19.338 12.207
109 C -3.385 -22.702 13.038
110 N -12.482 -19.194 16.781
111 H -10.738 -19.053 7.635
112 F -8.100 -11.712 13.724
113 C -10.505 -19.728 12.471
114 C -15.620 -18.392 10.000
115 O -5.205 -20.646 15.070
116 N -6.270 -20.840 11.318
117 H -6.424 -19.088 10.162
118 H -10.368 -18.078 13.063
119 C -12.658 -15.538 12.259
120 H -13.747 -20.606 9.245
121 C -8.613 -20.055 10.908
122 C -13.542 -22.499 13.351
123 H -4.286 -21.060 9.222
124 C -16.802 -20.806 12.732
125 H -16.425 -18.509 13.869
126 H -13.058 -24.451 9.193
127 H -14.170 -22.786 14.195
128 H -9.635 -20.323 11.175
129 H -11.545 -19.585 9.657
130 H -12.216 -17.471 6.901
131 H -15.981 -21.056 15.310
132 H -18.301 -19.914 14.083
133 H -17.492 -19.358 10.703
134 H -15.018 -17.499 10.170
135 C -14.005 -23.051 7.720
136 N -15.991 -19.552 12.169
137 C -9.975 -19.364 8.348
138 H -15.195 -23.174 9.470
139 H -4.793 -19.478 10.746
140 H -13.196 -18.380 19.507
141 H -14.713 -18.839 18.741
142 H -13.737 -15.916 19.328
143 H -12.910 -14.392 10.490
144 F -8.419 -18.831 15.707
145 H -13.771 -21.461 13.108
146 F -14.560 -26.407 12.005
147 C -10.841 -17.154 9.991
148 H -11.678 -23.447 13.789
149 H -10.148 -23.206 14.735
150 H -18.745 -19.767 12.482
151 H -11.325 -19.237 18.553
152 H -13.688 -16.513 6.867
153 C -8.329 -17.304 10.104
154 H -3.452 -20.995 11.676
155 O -15.689 -22.905 11.263
156 C -9.482 -16.405 9.748
157 H -3.985 -19.417 7.779
158 H -18.275 -22.014 15.485
159 H -9.643 -22.893 10.275
160 H -14.758 -21.218 11.543
161 C -12.025 -22.422 13.657
162 F -9.154 -13.065 15.003
163 H -3.272 -23.600 12.430
164 H -9.419 -16.098 8.704
165 C -15.032 -23.955 11.885
166 C -7.136 -18.977 15.427
167 C -4.973 -19.847 7.615
168 H -10.188 -20.614 10.222
169 H -10.837 -17.504 11.023
170 C -11.473 -21.520 8.614
171 H -4.324 -20.836 13.204
172 C -12.929 -16.933 7.526
173 C -13.493 -17.929 8.538
174 O -13.752 -23.437 12.281
175 C -14.813 -25.363 11.187
176 H -14.907 -16.858 20.237
177 C -12.165 -15.120 10.810
178 C -14.731 -17.391 13.019
179 H -7.656 -21.803 9.821
180 H -10.058 -17.735 16.477
181 C -15.644 -21.987 14.854
182 F -6.552 -18.282 16.401
183 H -12.544 -23.441 11.300
184 F -13.797 -25.260 10.301
185 C -4.088 -21.521 12.389
186 C -13.913 -18.099 18.735
187 H -16.923 -21.506 11.905
188 C -13.115 -17.925 17.362
189 C -5.374 -22.032 11.664
190 H -6.929 -16.638 8.754
191 H -14.590 -23.898 7.361
192 H -9.102 -21.434 15.866
193 H -11.802 -20.852 17.923
194 H -10.170 -16.129 11.607
195 C -6.687 -19.956 12.537
196 C -14.147 -16.641 14.230
197 C -13.189 -21.450 15.628
198 H -5.842 -21.502 8.662
199 H -13.834 -17.413 12.400
200 O -12.755 -19.706 10.810
201 H -14.518 -22.638 16.604
202 C -14.339 -22.411 15.553
203 C -19.152 -21.710 13.526
204 C -6.892 -16.865 9.820
205 C -10.240 -18.712 16.030
206 F -9.808 -19.066 11.521
207 C -9.732 -16.103 12.605
208 H -13.284 -13.743 12.649
209 H -10.502 -24.367 9.811
210 C -18.256 -20.476 13.150
211 C -11.397 -19.872 17.670
212 H -6.915 -20.696 13.305
213 H -6.740 -20.878 16.345
214 H -11.381 -21.932 12.927
215 H -12.322 -17.215 17.596
216 H -12.015 -21.111 7.761
217 H -9.506 -18.471 8.762
218 H -11.805 -19.333 14.680
219 C -10.462 -23.561 10.543
220 H -4.004 -22.968 13.894
221 C -5.676 -19.876 10.246
222 H -9.281 -15.451 10.236
223 C -14.450 -16.738 19.254
224 H -8.610 -19.253 13.008
225 H -8.317 -18.276 9.609
226 H -15.169 -20.412 9.355
227 F -10.184 -11.709 13.761
228 H -16.097 -21.230 13.446
229 H -8.212 -20.822 7.979
230 C -13.432 -17.182 9.872
231 C -9.094 -13.661 12.687
232 C -14.773 -19.665 10.042
233 C -12.271 -15.815 8.349

***

Entry from the OMol25 dataset: C22H28N11O4S3Ti as an isolated structure (the ωB97M-V functional and the def2-TZVPD basis).

- E_LUMO (spin up / spin down) (eV) = 2.4 / 2.4
- calculated total energy (hartree) = -3802.64340
- molar mass (g/mol) = 654.607
- net charge = -1

Positions of all 69 atoms, in Å:
1 C 4.471 -1.687 -2.178
2 N 2.566 -1.324 -0.227
3 C 3.456 -2.189 -3.200
4 O 0.828 2.123 1.969
5 H -1.224 -2.481 5.415
6 C -2.488 -2.208 0.605
7 H -1.615 -5.166 -0.068
8 H 5.461 -1.601 -2.632
9 C 0.368 0.116 -4.071
10 H 2.474 -2.266 -2.732
11 H 1.223 6.097 -1.186
12 C -0.395 -1.196 -2.194
13 C 0.142 6.048 -0.984
14 H -0.827 3.416 -2.816
15 H 1.874 -3.817 2.493
16 C -2.317 -4.087 1.712
17 H 3.382 -1.502 -4.047
18 H -0.815 -1.954 -1.545
19 S 2.521 1.362 -0.422
20 H 3.737 -3.176 -3.581
21 N -2.097 0.208 -0.008
22 H 3.263 -2.868 1.929
23 H -5.156 1.426 0.017
24 C -2.850 -0.807 0.359
25 H 0.612 0.518 -5.040
26 H -0.025 6.319 0.052
27 H -0.882 5.143 -3.253
28 C -0.357 4.385 -2.669
29 C -1.950 -4.262 0.415
30 C -0.115 3.663 -0.400
31 N -0.383 -0.444 2.166
32 H -2.316 -4.751 2.560
33 Ti 0.178 0.692 0.395
34 H -2.407 -0.280 4.864
35 N -0.110 2.463 -0.672
36 C 2.228 -3.145 1.713
37 H 0.678 4.319 -3.038
38 H 4.542 -2.398 -1.355
39 N -2.069 -3.079 -0.278
40 H -2.680 -2.218 2.676
41 H -4.912 -1.067 0.580
42 C 0.591 0.664 -2.855
43 S -0.187 3.185 2.109
44 C -2.953 1.269 -0.215
45 O -0.032 3.995 3.279
46 N -4.151 -0.436 0.404
47 C -0.033 -2.357 3.646
48 O -1.525 2.673 1.859
49 C 1.364 -1.929 1.604
50 H -2.567 2.238 -0.482
51 C -1.332 -0.046 3.046
52 O 0.092 4.221 0.895
53 H -1.840 0.873 2.788
54 N 4.135 -0.393 -1.611
55 H 0.504 -3.275 3.841
56 C 0.323 -1.597 2.506
57 N 1.525 -1.037 0.637
58 N -2.700 -2.777 1.820
59 C -4.226 0.886 0.039
60 N -0.415 4.737 -1.267
61 C 3.077 -0.246 -0.740
62 C -1.669 -0.711 4.202
63 H 4.318 0.422 -2.168
64 C -0.986 -1.919 4.521
65 H 2.240 -3.678 0.761
66 S -0.421 -1.399 -3.888
67 N 0.154 -0.090 -1.788
68 H -0.353 6.783 -1.622
69 H 1.052 1.616 -2.646

***

Entry from the OMol25 dataset: C6H14F12FeN4O17S4 as an isolated structure (the ωB97M-V functional and the def2-TZVPD basis).

- multiplicity = 7
- E_LUMO (spin up / spin down) (eV) = -0.3 / -5.7
- calculated total energy (hartree) = -5789.89927
- molar mass (g/mol) = 826.278
- net charge = 0
- ⟨S²⟩ = 12.010

Positions of all 58 atoms, in Å:
1 S -0.537 -0.297 3.515
2 O -1.443 1.475 0.385
3 F 1.516 -1.773 -3.218
4 O 0.634 0.410 4.079
5 N -3.969 -1.263 -0.052
6 F 0.150 -1.872 -4.922
7 H 4.999 -0.165 -1.197
8 O 1.011 1.862 1.350
9 H -4.789 -1.607 -0.531
10 F 3.501 -2.671 -0.265
11 O -3.764 1.899 0.991
12 O -0.128 -3.859 -0.268
13 C -2.121 0.733 4.008
14 C 0.271 -1.686 -3.563
15 Fe 0.103 0.333 0.209
16 O -3.047 2.149 -1.356
17 H 1.660 1.807 2.052
18 O -0.774 -1.637 3.994
19 H 4.809 1.893 -1.285
20 S 0.869 -2.975 0.293
21 F -2.442 0.400 5.301
22 C 2.583 -3.607 -0.470
23 F 2.907 -4.811 -0.008
24 N 3.801 1.839 -1.289
25 C 3.248 0.791 -0.788
26 O 0.749 -1.543 -0.029
27 S -0.308 0.153 -3.217
28 H -4.101 -0.429 0.502
29 H -3.724 -3.099 -1.434
30 H -1.975 -3.208 -0.994
31 N 4.061 -0.151 -0.821
32 F -3.094 0.345 3.263
33 F -3.424 4.617 0.526
34 F 2.543 -3.667 -1.794
35 O 0.654 1.004 -3.980
36 O -1.632 0.261 -3.834
37 H 1.093 2.755 1.017
38 H 1.175 3.538 -0.957
39 N -2.842 -2.709 -1.133
40 H 0.011 3.147 -1.842
41 C -2.241 3.979 0.652
42 F -0.511 -2.490 -2.813
43 O 2.185 -0.553 1.968
44 O 1.130 -3.064 1.743
45 O -1.774 -1.111 -0.056
46 O -0.268 0.324 -1.701
47 C -2.836 -1.642 -0.423
48 S -2.681 2.172 0.110
49 F -1.915 4.076 1.893
50 F -1.338 4.539 -0.103
51 H 2.419 -1.369 2.409
52 F -1.921 2.028 3.902
53 O 0.510 2.861 -1.077
54 H 3.630 -1.063 -0.802
55 H 3.221 2.391 -1.906
56 O -0.446 -0.210 2.030
57 H 2.550 0.134 2.525
58 O 2.055 0.614 -0.586

***

Entry from the OMol25 dataset: C15H31Cl12IInO as an isolated structure (the ωB97M-V functional and the def2-TZVPD basis).

- E_LUMO (eV) = 1.8
- calculated total energy (hartree) = -6675.51462
- molar mass (g/mol) = 894.570
- net charge = -1

Positions of all 61 atoms, in Å:
1 Cl -4.835 2.254 0.924
2 Cl 4.699 3.603 -4.063
3 H -0.057 -6.902 -2.164
4 Cl -1.033 -4.579 0.525
5 H 0.510 -2.664 5.106
6 Cl -7.295 0.745 -0.886
7 H -2.244 -0.773 -4.440
8 H 4.990 7.217 -3.369
9 H -4.543 -0.478 -2.547
10 I 0.949 1.578 -3.886
11 C -6.438 2.918 0.529
12 C 4.554 -4.807 6.971
13 C 5.608 -3.767 6.691
14 Cl -1.111 7.127 -1.677
15 H -4.455 -1.820 -1.437
16 H 3.898 6.016 -2.668
17 H -7.511 1.266 1.400
18 H 0.734 6.087 -2.709
19 H -8.483 2.326 0.373
20 H -1.204 -6.845 -0.035
21 Cl 3.309 6.606 -4.880
22 H -6.679 3.648 1.301
23 O -1.934 1.695 -4.291
24 C 0.829 -2.225 4.164
25 C -0.235 5.733 -2.382
26 C -1.113 0.850 -4.069
27 H 0.946 -5.980 -1.037
28 H -2.106 -5.821 -1.160
29 H -4.542 -0.169 -0.798
30 Cl 5.572 -3.200 5.003
31 C -0.111 4.586 -1.422
32 H 4.600 -5.623 6.254
33 Cl 0.979 4.968 -0.055
34 H 1.141 -1.198 4.347
35 H -1.348 0.685 -0.748
36 H -0.567 -1.196 -4.150
37 H 6.226 5.140 -3.183
38 C 5.447 5.214 -3.941
39 Cl -0.581 -2.149 3.082
40 H 4.703 -5.212 7.970
41 H 2.851 -2.901 4.198
42 Cl 0.013 -4.632 -2.731
43 C -1.371 -0.538 -3.860
44 C 4.461 6.284 -3.559
45 H 5.491 -2.901 7.337
46 C 0.001 -5.988 -1.574
47 H 2.220 -2.629 2.569
48 In -1.931 -0.753 -1.650
49 H -1.077 4.304 -1.013
50 H 5.913 5.442 -4.896
51 C -7.506 1.857 0.488
52 C -4.163 -0.792 -1.583
53 Cl 2.905 -4.136 6.925
54 H -1.245 -2.184 -0.911
55 H -0.800 5.412 -3.254
56 C -1.167 -5.927 -0.622
57 H -6.359 3.435 -0.423
58 Cl 1.618 -4.738 3.432
59 H 6.595 -4.196 6.859
60 H 0.309 3.725 -1.938
61 C 1.974 -2.996 3.563

***

Entry from the OMol25 dataset: a 3-piece molecular cluster, C16H37BrNO4P overall (the ωB97M-V functional and the def2-TZVPD basis).

- E_LUMO (eV) = 0.6
- structure (SMILES) = CCOC(=O)CCCP(CN)[C@H](Br)CC.CC(C)O.CC(C)O
- calculated total energy (hartree) = -3902.80280
- molar mass (g/mol) = 418.353
- net charge = 0

Positions of all 60 atoms, in Å:
1 C -0.178 0.201 0.578
2 N -3.123 1.877 1.993
3 H 0.867 -6.460 -0.712
4 C 4.091 1.388 1.422
5 H -0.833 2.436 3.699
6 H 3.160 1.900 0.994
7 H 4.991 1.745 0.802
8 H -3.547 -0.109 -5.866
9 H -0.943 -1.873 0.729
10 H 1.978 2.445 5.215
11 H 2.919 -0.508 1.256
12 H 3.140 3.652 4.338
13 C 0.328 -4.468 -1.376
14 O 2.900 0.405 4.020
15 H -1.615 -0.513 3.451
16 C -3.254 1.840 -4.960
17 H 1.815 -3.088 -2.123
18 C 1.223 3.258 3.238
19 C -3.505 0.343 -4.872
20 H -1.767 3.220 -5.708
21 H 4.606 -0.776 1.992
22 H 0.215 -0.971 3.126
23 C 4.028 -0.217 1.188
24 C 2.403 2.780 4.212
25 H 0.035 -6.418 -2.282
26 Br -0.657 0.271 -1.384
27 H -0.864 -6.167 -0.771
28 H -2.588 2.025 -0.074
29 H -2.270 3.576 0.832
30 O -3.228 2.395 -3.647
31 H 2.486 -4.599 -1.529
32 C 1.643 -4.166 -2.077
33 O 4.368 1.765 2.796
34 C 3.252 1.555 3.642
35 C -2.212 2.427 0.940
36 H -1.110 -2.224 3.024
37 H 0.676 4.183 3.625
38 H -1.096 1.709 -5.113
39 H -2.623 1.576 2.836
40 H 1.655 3.439 2.198
41 H -2.257 -0.667 1.127
42 H -2.716 -0.152 -4.296
43 H -4.447 0.141 -4.356
44 P -0.366 1.985 1.205
45 H 0.929 -0.082 0.597
46 H 1.648 -4.564 -3.095
47 H -3.781 2.645 2.222
48 H -2.504 1.976 -3.163
49 C 0.072 2.110 3.070
50 C 0.078 -5.965 -1.288
51 H 1.079 -4.332 0.423
52 C -0.879 -1.118 2.827
53 H -1.935 1.743 -6.680
54 C -1.147 -0.869 1.261
55 H -4.076 2.320 -5.498
56 H -0.494 -3.989 -1.914
57 C -1.939 2.141 -5.662
58 H 4.471 -0.409 0.158
59 H 0.547 1.149 3.469
60 O 0.355 -3.914 -0.061

***

> What is the formula in the fourth record?

C15H31Cl12IInO

***

> The highest molar mass belongs to which entry?

C68H138F12N5O9S

***

> Which value of calculated total energy does entry 4 give?

-6675.51462 hartree